(1)
A molecular structure, C3H8BrO3SZn, computed with the ωB97M-V functional and the def2-TZVPD basis.

CARTESIAN COORDINATES (ANGSTROEM)
Zn 2.87 4.52 -15.60
Br 0.93 3.79 -14.50
O -4.09 6.67 -13.62
S -2.80 6.20 -13.26
O -1.63 6.81 -13.81
O -2.63 6.29 -11.68
C -3.75 6.14 -10.78
C -4.64 7.36 -10.78
C -2.73 4.39 -13.41
H -3.30 6.02 -9.79
H -4.28 5.21 -10.99
H -4.09 8.22 -10.42
H -5.38 7.23 -9.98
H -5.17 7.51 -11.71
H -1.95 4.19 -14.15
H -3.66 4.16 -13.93
H -2.60 4.01 -12.41

- Molecular weight: 269.45 u
- Net charge: +1
- Highest occupied orbital energy: -0.491 Eh
- Total energy: -138669.270 eV
- Relative energy (zero: lowest compared OMol25 entry of this formula, charge and spin): 0.000 eV

Mulliken atomic charge list, values in e, 2 entries: Zn 0.743; Br 0.269

---

(2)
A single C3H8S2 molecule, computed with the ωB97M-V functional and the def2-TZVPD basis.

CARTESIAN COORDINATES (ANGSTROEM)
C 0.71 1.05 -0.03
C 1.15 -0.32 0.52
C -0.12 -1.14 0.77
S -1.45 -1.27 -0.59
S -2.48 0.84 -1.37
H 0.04 0.93 -0.88
H 1.44 1.76 -0.37
H 0.11 1.58 0.76
H 1.69 -0.73 -0.36
H 1.83 -0.12 1.34
H -0.13 -2.15 1.18
H -0.70 -0.59 1.52
H -2.10 0.17 -2.49

- Molecular weight: 108.23 u
- SMILES: CCCSS
- Highest occupied orbital energy: -0.330 Eh
- Total energy: -24909.491 eV
- Relative energy (zero: lowest compared OMol25 entry of this formula, charge and spin): 1.906 eV

Mulliken atomic charge list, values in e, 2 entries: C -1.137; C -0.086

---

(3)
14 unconnected molecules or ions with the total composition C82H184N10O22, computed with the ωB97M-V functional and the def2-TZVPD basis.

CARTESIAN COORDINATES (ANGSTROEM)
C -0.81 7.00 2.32
O -0.02 7.75 1.43
C 0.39 9.04 1.91
C 1.79 8.85 2.46
N 2.56 8.13 1.46
H 2.32 7.11 1.59
H 2.05 8.30 0.56
C 4.01 8.27 1.44
C 4.62 7.65 0.18
O 4.16 6.32 0.01
C 4.98 5.59 -0.97
H -1.27 7.70 3.02
H -0.19 6.18 2.70
H -1.59 6.67 1.62
H -0.26 9.40 2.71
H 0.42 9.79 1.11
H 1.87 8.26 3.36
H 2.25 9.80 2.77
H 4.31 7.71 2.31
H 4.23 9.36 1.58
H 5.70 7.69 0.37
H 4.39 8.22 -0.73
H 5.11 6.22 -1.88
H 4.41 4.71 -1.17
H 5.99 5.35 -0.56
C -5.37 -2.10 -5.15
O -6.16 -0.93 -5.48
C -5.56 -0.07 -6.44
C -6.53 1.14 -6.74
N -7.91 0.84 -6.17
H -8.43 0.26 -6.86
H -7.83 0.18 -5.41
C -8.77 1.99 -5.74
C -8.33 2.14 -4.28
O -6.89 2.22 -4.31
C -6.19 2.29 -3.04
H -4.36 -1.88 -4.86
H -5.43 -2.86 -5.93
H -5.83 -2.64 -4.33
H -5.45 -0.63 -7.42
H -4.57 0.25 -6.14
H -6.55 1.28 -7.81
H -6.18 1.98 -6.20
H -9.82 1.78 -5.88
H -8.55 2.84 -6.38
H -8.62 1.25 -3.66
H -8.86 2.94 -3.77
H -5.15 1.94 -3.12
H -6.66 1.62 -2.32
H -6.19 3.30 -2.70
C 8.34 1.27 1.72
O 7.45 1.33 2.82
C 6.25 1.88 2.38
C 5.43 2.20 3.60
N 5.33 1.14 4.62
H 5.00 0.15 4.33
H 6.21 0.98 5.16
C 4.43 1.65 5.75
C 5.12 2.84 6.43
O 6.45 2.62 6.71
C 7.18 3.75 7.28
H 7.89 0.84 0.85
H 9.28 0.83 2.03
H 8.54 2.27 1.43
H 5.71 1.20 1.72
H 6.36 2.87 1.88
H 4.41 2.50 3.27
H 5.89 3.05 4.09
H 4.29 0.88 6.49
H 3.46 1.91 5.35
H 4.54 3.02 7.38
H 5.01 3.75 5.83
H 7.12 3.78 8.40
H 6.74 4.68 6.89
H 8.22 3.62 6.93
C 0.55 1.41 6.14
O 1.47 0.66 6.94
C 1.41 0.83 8.34
C 2.66 0.12 8.87
N 2.57 -1.30 8.46
H 1.74 -1.72 8.90
H 2.45 -1.36 7.42
C 3.75 -2.11 8.97
C 3.26 -3.02 10.09
O 2.59 -2.20 11.04
C 2.00 -2.78 12.21
H -0.46 1.19 6.43
H 0.76 1.14 5.10
H 0.77 2.48 6.32
H 0.45 0.38 8.72
H 1.43 1.88 8.68
H 2.80 0.16 9.97
H 3.53 0.49 8.35
H 4.58 -1.49 9.27
H 4.08 -2.65 8.08
H 4.04 -3.58 10.55
H 2.51 -3.80 9.70
H 1.36 -3.65 12.08
H 1.48 -1.91 12.67
H 2.83 -3.11 12.84
C -2.88 -2.61 -0.03
C -1.53 -2.97 -0.43
C -1.43 -4.38 -1.14
C -2.33 -4.43 -2.31
N -2.16 -5.68 -3.30
C -3.23 -5.67 -4.33
C -3.45 -7.17 -4.76
C -2.50 -8.02 -3.87
C -2.26 -7.07 -2.71
C -0.86 -5.64 -3.98
H -2.85 -1.65 0.51
H -3.32 -3.38 0.68
H -3.55 -2.46 -0.89
H -0.91 -3.05 0.45
H -1.08 -2.17 -1.06
H -1.71 -5.16 -0.44
H -0.37 -4.52 -1.32
H -2.29 -3.58 -2.99
H -3.35 -4.52 -1.99
H -2.83 -5.09 -5.16
H -4.16 -5.23 -3.93
H -3.38 -7.22 -5.83
H -4.47 -7.42 -4.51
H -1.55 -8.27 -4.27
H -3.05 -8.94 -3.51
H -1.40 -7.28 -2.11
H -3.16 -7.14 -2.05
H -0.66 -4.63 -4.35
H -0.71 -6.45 -4.70
H -0.17 -5.80 -3.16
C -7.53 1.15 3.23
C -7.82 0.02 2.29
C -9.02 -0.80 2.88
C -10.24 0.10 2.99
N -11.58 -0.68 3.17
C -11.79 -1.58 2.03
C -13.29 -1.92 2.02
C -13.91 -0.61 2.53
C -12.81 0.22 3.24
C -11.44 -1.44 4.42
H -8.37 1.81 3.27
H -6.68 1.80 2.99
H -7.32 0.72 4.21
H -7.00 -0.73 2.33
H -7.98 0.32 1.23
H -8.67 -1.12 3.86
H -9.19 -1.72 2.28
H -10.36 0.59 2.04
H -10.14 0.80 3.86
H -11.16 -2.45 2.06
H -11.63 -0.98 1.11
H -13.56 -2.80 2.60
H -13.59 -2.07 1.03
H -14.74 -0.78 3.17
H -14.22 0.02 1.72
H -12.97 0.47 4.30
H -12.61 1.20 2.80
H -10.74 -2.23 4.32
H -12.47 -1.77 4.72
H -11.06 -0.74 5.21
C 6.48 -4.70 -8.91
C 5.93 -3.32 -8.68
C 5.33 -3.18 -7.32
C 4.70 -1.84 -7.10
N 3.97 -1.88 -5.76
C 2.61 -2.58 -5.85
C 1.88 -2.03 -4.64
C 2.23 -0.52 -4.72
C 3.59 -0.49 -5.31
C 4.78 -2.41 -4.59
H 7.14 -4.84 -9.78
H 5.68 -5.47 -9.07
H 7.03 -5.04 -8.05
H 5.23 -3.08 -9.46
H 6.75 -2.60 -8.71
H 6.12 -3.28 -6.56
H 4.63 -4.03 -7.20
H 3.93 -1.69 -7.86
H 5.39 -1.01 -6.98
H 2.79 -3.63 -6.03
H 2.15 -2.18 -6.75
H 2.29 -2.47 -3.68
H 0.81 -2.23 -4.61
H 2.24 -0.09 -3.72
H 1.51 0.03 -5.30
H 4.35 -0.10 -4.65
H 3.53 0.23 -6.15
H 4.37 -2.04 -3.66
H 5.78 -2.01 -4.64
H 4.71 -3.53 -4.61
C 3.22 -6.61 4.51
C 4.35 -7.09 3.67
C 5.44 -6.06 3.25
C 4.94 -4.85 2.37
N 5.99 -3.98 1.82
C 6.80 -3.36 2.97
C 7.32 -2.03 2.34
C 6.53 -1.79 1.02
C 5.36 -2.74 1.09
C 6.85 -4.81 0.81
H 2.60 -7.48 4.79
H 2.65 -5.90 3.85
H 3.47 -6.09 5.45
H 3.86 -7.51 2.75
H 4.91 -7.92 4.02
H 6.13 -6.66 2.66
H 5.99 -5.70 4.16
H 4.32 -4.20 2.95
H 4.29 -5.25 1.56
H 7.63 -4.07 3.24
H 6.18 -3.20 3.83
H 8.37 -2.10 2.15
H 7.11 -1.15 2.92
H 7.07 -1.91 0.08
H 6.17 -0.78 0.90
H 5.01 -3.02 0.11
H 4.59 -2.44 1.77
H 7.08 -5.73 1.26
H 7.77 -4.26 0.62
H 6.23 -4.99 -0.06
C 0.94 -0.38 0.16
C 1.49 0.71 1.07
C 1.68 2.11 0.49
C 0.38 2.94 0.30
C -0.47 3.07 1.57
C -0.82 1.72 2.19
N 0.35 0.69 2.18
O 0.45 -0.04 3.00
C -1.78 0.99 1.28
C -1.42 1.93 3.57
C 2.82 0.27 1.76
H 1.89 -0.71 -0.33
H 0.33 -0.06 -0.71
H 0.43 -1.20 0.65
H 2.10 2.00 -0.52
H 2.39 2.73 1.03
H -0.16 2.41 -0.51
H 0.63 3.92 -0.09
H -1.46 3.53 1.32
H 0.20 3.64 2.23
H -1.69 1.36 0.24
H -2.77 1.18 1.68
H -1.69 -0.10 1.28
H -2.33 2.47 3.41
H -0.75 2.55 4.12
H -1.62 1.02 4.16
H 2.76 -0.60 2.42
H 3.11 1.09 2.45
H 3.56 0.24 0.93
C -1.69 4.87 -5.60
C -2.23 3.48 -5.23
C -3.58 3.20 -5.91
C -3.49 2.97 -7.44
C -2.58 1.75 -7.65
C -1.17 1.95 -7.07
N -1.12 2.55 -5.70
O -0.24 2.33 -5.01
C -0.39 2.99 -7.90
C -0.35 0.63 -7.07
C -2.26 3.48 -3.68
H -1.52 5.07 -6.66
H -0.75 5.02 -5.02
H -2.32 5.69 -5.30
H -4.19 4.11 -5.60
H -3.99 2.32 -5.44
H -3.18 3.90 -7.95
H -4.46 2.66 -7.84
H -2.44 1.45 -8.71
H -3.02 0.91 -7.08
H -0.90 3.93 -8.11
H 0.03 2.49 -8.76
H 0.51 3.39 -7.41
H -0.09 0.37 -8.10
H -0.93 -0.17 -6.60
H 0.57 0.83 -6.58
H -2.58 2.53 -3.24
H -2.95 4.28 -3.36
H -1.29 3.82 -3.30
O 5.03 0.77 -0.66
C 4.22 0.64 -1.77
O 4.15 1.62 -2.57
O 3.74 -0.55 -1.94
H 5.22 1.67 -0.53
O 4.03 4.40 2.09
C 2.79 4.41 2.73
O 2.08 5.46 2.57
O 2.38 3.34 3.42
H 3.95 5.18 1.55
O -2.86 0.15 -2.52
C -2.39 -0.18 -3.84
O -2.69 0.73 -4.71
O -1.97 -1.33 -4.08
H -3.19 -0.66 -2.17
O 2.35 -2.57 3.78
C 3.17 -1.86 4.59
O 4.23 -1.54 4.07
O 2.74 -1.65 5.73
H 1.86 -3.12 4.45

- Molecular weight: 1662.42 u
- Net charge: +6
- Highest occupied orbital energy: -0.626 Eh
- Total energy: -147902.672 eV

Mulliken atomic charge list, values in e, 2 entries: C -0.302; O -0.352

---

(4)
10 unconnected molecules or ions with the total composition C5H30N2O10, computed with the ωB97M-V functional and the def2-TZVPD basis.

CARTESIAN COORDINATES (ANGSTROEM)
C 0.07 1.49 -1.94
N -0.07 0.34 -1.05
C 0.93 0.06 -0.04
C 2.26 -0.48 -0.63
C 2.78 0.34 -1.77
O 2.68 -0.04 -2.91
C 1.17 1.28 0.89
N 1.34 0.78 2.26
H 0.50 2.34 -1.40
H 0.71 1.28 -2.81
H -0.93 1.80 -2.26
H -0.21 -0.52 -1.61
H 0.51 -0.74 0.57
H 2.98 -0.57 0.19
H 2.06 -1.50 -0.98
H 3.27 1.30 -1.56
H 2.07 1.83 0.59
H 0.37 2.01 0.81
H 1.61 1.52 2.90
H 0.46 0.39 2.60
H 0.53 -2.25 -3.93
H 1.38 -1.20 -3.12
O 0.60 -1.80 -3.07
H 3.84 -1.21 2.60
H 2.33 -0.77 2.40
O 2.94 -1.54 2.38
H 2.56 -2.68 1.24
H 2.22 -4.16 1.03
O 2.24 -3.32 0.56
H -4.90 3.52 0.57
H -3.84 2.37 0.72
O -3.98 3.34 0.78
H 0.66 -3.20 -0.22
H 0.11 -2.72 -1.65
O -0.15 -3.08 -0.78
H -3.20 0.28 1.31
H -3.11 0.51 -0.19
O -3.72 0.67 0.54
H -2.74 -0.86 3.36
H -2.23 -1.28 1.93
O -2.28 -0.53 2.58
H -1.60 -2.60 0.14
H -2.89 -1.79 0.03
O -2.40 -2.31 0.68
H -2.16 5.33 -0.77
H -2.74 3.98 -0.23
O -2.01 4.37 -0.77

- Expectation value of S²: 0.75
- Molecular weight: 278.30 u
- Net charge: +1
- Spin multiplicity: 2
- Highest occupied orbital energy (spin up / spin down): -0.484 / -0.484 Eh
- Total energy: -29120.021 eV
- Relative energy (zero: lowest compared OMol25 entry of this formula, charge and spin): 0.000 eV

Mulliken atomic charge list, values in e, 2 entries: C -0.957; N 0.261

---

(5)
13 unconnected molecules or ions with the total composition C19H51FN12O25P, computed with the ωB97M-V functional and the def2-TZVPD basis.

CARTESIAN COORDINATES (ANGSTROEM)
C 1.75 -0.55 0.45
C 1.18 0.81 -0.25
C 0.44 1.75 0.82
C -1.15 1.88 0.65
C -1.83 2.17 2.10
P -2.00 0.36 -0.07
C -2.02 -1.01 1.23
C -2.13 -2.49 0.64
O -3.03 -3.25 1.10
F -1.29 -3.06 -0.35
H 0.91 -0.94 1.13
H 2.01 -1.25 -0.41
H 2.65 -0.34 1.14
H 2.14 1.37 -0.60
H 0.59 0.59 -1.20
H 0.66 1.40 1.90
H 0.93 2.80 0.74
H -1.35 2.82 0.01
H -1.22 2.97 2.67
H -1.84 1.25 2.79
H -2.91 2.55 1.97
H -1.44 -0.07 -1.34
H -3.39 0.71 -0.31
H -1.10 -0.85 1.92
H -2.97 -0.84 1.87
C -4.21 -2.49 4.32
N -4.75 -1.30 5.03
O -5.56 -0.60 4.43
O -4.34 -1.10 6.16
H -4.66 -2.54 3.33
H -3.13 -2.37 4.24
H -4.48 -3.37 4.90
C -4.85 4.19 -1.59
N -3.64 3.49 -2.12
O -3.82 2.44 -2.71
O -2.56 4.02 -1.91
H -5.73 3.61 -1.85
H -4.74 4.26 -0.51
H -4.88 5.17 -2.06
C 5.72 1.40 -2.53
N 5.00 0.72 -1.42
O 4.26 -0.20 -1.72
O 5.21 1.13 -0.29
H 5.44 0.94 -3.47
H 5.43 2.45 -2.51
H 6.79 1.29 -2.35
C 3.66 -3.81 -0.42
N 4.86 -4.51 -0.95
O 4.68 -5.56 -1.54
O 5.94 -3.98 -0.74
H 2.77 -4.39 -0.68
H 3.77 -3.73 0.66
H 3.63 -2.83 -0.89
C 5.38 3.74 2.98
N 4.10 3.23 2.41
O 3.67 2.18 2.86
O 3.59 3.89 1.53
H 5.72 3.05 3.75
H 6.10 3.80 2.17
H 5.17 4.72 3.41
C -3.12 -2.13 -2.99
N -2.65 -1.85 -4.37
O -1.64 -2.42 -4.75
O -3.31 -1.06 -5.03
H -2.45 -2.85 -2.53
H -3.12 -1.19 -2.44
H -4.13 -2.55 -3.06
C -1.55 -6.01 0.68
N -0.34 -6.69 0.16
O -0.50 -7.74 -0.44
O 0.74 -6.15 0.38
H -2.43 -6.59 0.42
H -1.44 -5.93 1.76
H -1.59 -5.02 0.22
C -7.08 6.01 -5.06
N -6.57 5.88 -3.67
O -6.91 4.89 -3.03
O -5.85 6.78 -3.26
H -7.71 5.14 -5.28
H -7.66 6.93 -5.11
H -6.22 6.04 -5.72
C 8.30 -5.42 -3.13
N 9.48 -4.55 -3.34
O 9.94 -4.48 -4.47
O 9.91 -3.96 -2.36
H 8.03 -5.88 -4.08
H 8.57 -6.19 -2.40
H 7.49 -4.80 -2.76
C -3.30 -0.43 9.22
N -2.80 -0.55 10.61
O -3.13 -1.54 11.24
O -2.08 0.35 11.02
H -3.92 -1.29 8.99
H -3.89 0.49 9.16
H -2.44 -0.39 8.56
C -7.19 0.05 -3.24
N -6.67 -0.07 -1.85
O -7.01 -1.06 -1.21
O -5.95 0.83 -1.44
H -7.81 -0.81 -3.46
H -7.77 0.97 -3.29
H -6.33 0.09 -3.90
C 9.23 4.60 -1.86
N 8.05 3.71 -1.94
O 8.11 2.64 -1.34
O 7.10 4.10 -2.60
H 9.99 4.13 -1.25
H 9.59 4.75 -2.88
H 8.91 5.54 -1.42

- Molecular weight: 897.65 u
- Net charge: +1
- Highest occupied orbital energy: -0.437 Eh
- Total energy: -101562.090 eV

Mulliken atomic charge list, values in e, 2 entries: C -0.584; C -0.550